Model 1:
22
Properties=species:S:1:pos:R:3:nbo_charge:R:1 method="wB97M-V/def2-TZVPD" e_homo_ev=-14.150 e_lumo_ha=-0.2957 orbital_gap_ev=6.104 charge=+1
C 1.89243 -1.54800 0.83702 -0.619
C 2.21562 -0.05403 0.70543 -0.400
C 1.69913 0.56876 -0.59492 -0.426
C 0.28506 0.19161 -0.95875 -0.372
N -0.56733 0.12059 0.11779 0.136
C -1.92706 0.05754 -0.19338 0.127
N -2.76758 -0.18347 0.89109 -0.831
N -2.14188 1.39692 -0.94255 -0.731
H 0.85640 -1.72103 1.12893 0.201
H 2.56054 -2.02892 1.53608 0.245
H 2.07155 -2.08714 -0.08941 0.202
H 3.28345 0.08937 0.75694 0.235
H 1.76759 0.41777 1.57898 0.213
H 1.73255 1.65346 -0.46781 0.237
H 2.40030 0.38723 -1.40222 0.243
H 0.25994 -0.83128 -1.37829 0.353
H -0.23831 0.84098 -1.70500 0.339
H -2.10203 -0.68712 -0.98989 0.248
H -3.72453 -0.42577 0.70912 0.411
H -2.56588 0.21308 1.79291 0.410
H -3.16226 1.47787 -1.00952 0.400
H -1.82770 2.15158 -0.32255 0.379


Model 2:
22
Properties=species:S:1:pos:R:3:nbo_charge:R:1 method="wB97M-V/def2-TZVPD" e_homo_ev=-11.959 e_lumo_ha=-0.1084 orbital_gap_ev=9.011 charge=+1
C -0.33202 2.00455 1.25680 -0.661
C 0.89306 1.12760 1.28054 0.250
C 1.96937 1.36614 0.50179 -0.654
N 0.85606 0.12035 2.21257 -0.785
H -0.83043 1.98686 2.21992 0.238
H -1.04075 1.65619 0.50463 0.210
H -0.06379 3.02700 1.02687 0.245
H 2.90384 0.86566 0.71139 0.225
H 1.98729 2.28173 -0.06817 0.225
H -0.04534 -0.15712 2.56422 0.391
H 1.47741 -0.66393 2.09053 0.388
C -0.19203 -1.51617 -1.35934 -0.224
C -1.49256 -1.30729 -1.15488 0.050
N -2.39679 -2.23474 -0.74572 -0.768
N 0.68561 -0.35959 -1.65593 -0.704
H 0.34233 -2.43621 -1.19346 0.226
H -1.90716 -0.32082 -1.30902 0.203
H -3.37022 -2.00634 -0.84271 0.408
H -2.17678 -3.20672 -0.88742 0.402
H 1.43433 -0.65020 -2.28221 0.436
H 1.12013 0.01952 -0.77251 0.465
H 0.17840 0.40353 -2.09791 0.433


Stability summary: most stable model 2, least stable model 1.


Model 1:
13
Properties=species:S:1:pos:R:3:nbo_charge:R:1 method="wB97M-V/def2-TZVPD" e_homo_ev=-7.905 e_lumo_ha=0.0032 orbital_gap_ev=7.993
C -1.53612 2.26420 0.22900 -0.409
N -0.74724 1.04313 0.31263 -0.541
S 0.89368 1.27744 0.59879 0.252
C -1.34792 -0.19022 0.24308 0.383
N -0.74399 -1.32691 0.52157 -0.520
C 0.34089 -1.90664 0.08773 -0.047
S 1.08778 -1.64803 -1.37753 -0.243
H -1.10328 2.95182 -0.52199 0.222
H -2.58150 2.08295 0.02004 0.214
H -1.41648 2.77249 1.21824 0.199
H 0.80543 1.98945 1.81109 0.102
H -2.40804 -0.19104 0.02166 0.197
H 0.69808 -2.69380 0.71246 0.190


Model 2:
13
Properties=species:S:1:pos:R:3:nbo_charge:R:1 method="wB97M-V/def2-TZVPD" e_homo_ev=-8.560 e_lumo_ha=0.0199 orbital_gap_ev=9.102 smiles="C=CC1SNNS1"
C 0.10541 -1.38641 1.05553 -0.377
C -0.52073 -1.08542 -0.07962 -0.251
C -0.04382 -0.14157 -1.05318 -0.538
S -1.24943 1.28831 -1.18827 0.277
N -0.23488 2.31840 -0.05457 -0.502
N 0.97786 2.20322 -0.49926 -0.544
S 1.66196 0.60045 -0.82219 0.302
H 1.07050 -1.04879 1.43766 0.217
H -0.43862 -2.02153 1.68637 0.195
H -1.61718 -1.15627 -0.16984 0.225
H 0.18201 -0.58882 -2.09817 0.263
H -0.31339 1.95711 0.98311 0.370
H 1.13035 2.73996 -1.30353 0.364


Model 3:
13
Properties=species:S:1:pos:R:3:nbo_charge:R:1 method="wB97M-V/def2-TZVPD" e_homo_ev=-8.847 e_lumo_ha=-0.0090 orbital_gap_ev=8.603 smiles="C/C(=N/S)NC=S"
C -0.19835 0.20906 1.78583 -0.660
C -0.04281 -0.44616 0.42579 0.455
N -0.17841 -1.72261 0.41880 -0.622
S 0.10237 -2.70911 -0.92144 0.190
N 0.40094 0.17315 -0.72692 -0.620
C 0.28387 1.46308 -1.19838 -0.070
S -0.57913 2.72384 -0.56762 -0.088
H -0.48363 -0.52580 2.48819 0.246
H -0.95909 1.00581 1.70891 0.250
H 0.71544 0.79860 2.04175 0.235
H -0.56770 -2.05230 -1.84531 0.078
H 0.77350 -0.49509 -1.40260 0.406
H 0.73300 1.57752 -2.20701 0.202


Stability summary: most stable model 3, least stable model 2.


Model 1:
13
Properties=species:S:1:pos:R:3:nbo_charge:R:1 method="wB97M-V/def2-TZVPD" e_homo_ev=-8.567 e_lumo_ha=0.0151 orbital_gap_ev=8.979 smiles="NN1C[C@H](S)C1=S"
N -0.38219 -1.19593 1.75736 -0.649
N 0.13888 -0.31064 0.79644 -0.238
C -0.43705 1.02844 0.40628 -0.205
C 0.45479 0.81371 -0.83829 -0.437
S -0.09315 1.13472 -2.51032 0.018
C 0.77491 -0.58456 -0.31686 0.137
S 1.50392 -2.00754 -0.90289 -0.199
H 0.32414 -1.39671 2.48364 0.376
H -0.58108 -2.04576 1.10793 0.382
H -0.16386 1.78017 1.13314 0.208
H -1.60538 0.97176 0.27833 0.212
H 1.31538 1.53197 -0.76607 0.255
H -1.24933 0.28038 -2.62869 0.139


Model 2:
13
Properties=species:S:1:pos:R:3:nbo_charge:R:1 method="wB97M-V/def2-TZVPD" e_homo_ev=-8.208 e_lumo_ha=-0.0096 orbital_gap_ev=7.946
C -1.74496 0.46205 0.00489 -0.256
C 2.31439 0.61295 -0.31470 -0.477
C -2.05961 -0.55839 1.13250 -0.614
N -0.79907 0.12509 -0.81143 0.043
N -0.04523 -0.30205 -1.56138 -0.047
S 2.23655 1.75434 -1.40567 0.079
S 3.31567 -0.87172 -0.37449 0.065
H -2.18359 1.51364 0.09200 0.239
H 1.90769 0.72102 0.69771 0.203
H -2.88066 -0.20728 1.66958 0.219
H -1.20957 -0.72613 1.75645 0.206
H -2.27415 -1.53413 0.76474 0.212
H 3.42251 -0.98938 -1.65019 0.128


Stability summary: most stable model 1, least stable model 2.


Model 1:
15
Properties=species:S:1:pos:R:3:lowdin_spin:R:1 method="wB97M-V/def2-TZVPD" e_homo_ev="-6.416 / -6.424" multiplicity=2 e_lumo_ha="-0.0054 / -0.0483" orbital_gap_ev="6.269 / 5.110" s_squared=0.76
O -1.01387 2.20003 0.12396 0.015
C -1.93510 1.20601 -0.18761 0.002
C -1.43802 -0.17258 0.23702 0.002
O -0.07968 -0.29089 -0.21273 0.019
C 0.50949 -1.56427 0.00222 0.006
Mg 0.76417 1.57561 -0.05098 0.071
H -2.14438 1.17440 -1.27649 0.000
H -2.90766 1.36707 0.31498 0.000
H -2.03827 -0.97867 -0.21105 0.000
H -1.44480 -0.28029 1.33452 0.000
H 1.59519 -1.47243 -0.19336 0.004
H 0.06329 -2.30112 -0.67944 0.000
Ca 4.09353 1.27063 -0.12180 0.069
O 5.61827 0.15017 -0.12293 0.810
H 0.35783 -1.88366 1.04368 0.000


Model 2:
15
Properties=species:S:1:pos:R:3:nbo_charge:R:1 method="wB97M-V/def2-TZVPD" e_homo_ev="-6.438 / -6.437" multiplicity=2 e_lumo_ha="-0.0116 / -0.0115" orbital_gap_ev="6.123 / 6.124" s_squared=0.75
O 2.17440 -1.72214 1.17265 -1.101
C 3.38051 -1.11912 0.85428 -0.082
C 3.26016 0.39977 0.86270 -0.099
O 2.06838 0.72859 0.12269 -0.633
C 1.86938 2.04008 -0.19560 -0.051
Mg 0.62616 -0.84849 0.46145 0.747
H 3.74441 -1.42994 -0.14750 0.138
H 4.18544 -1.37800 1.57074 0.155
H 4.12584 0.88574 0.38955 0.179
H 3.13129 0.78926 1.88424 0.179
H -2.19773 2.24700 -1.60474 0.474
H 2.76624 2.64000 -0.36103 0.156
Ca -2.18372 -0.33719 -0.69106 1.141
O -2.72864 1.39163 -1.47717 -1.375
H 0.89028 2.45901 0.03213 0.170


Stability summary: most stable model 2, least stable model 1.


Model 1:
66
Properties=species:S:1:pos:R:3:nbo_charge:R:1 method="wB97M-V/def2-TZVPD" e_homo_ev="-10.688 / -10.690" e_lumo_ha="-0.1569 / -0.1569" orbital_gap_ev="6.419 / 6.421" charge=+1
W -0.78394 1.52744 -0.60871 1.729
Cl 1.82635 -0.72630 5.20549 0.080
C 1.52301 -0.43452 3.54196 -0.088
C 2.26437 -1.10609 2.56536 -0.080
Cl 3.48398 -2.22180 3.02063 0.086
C 2.01480 -0.87627 1.21060 -0.107
Cl 2.87280 -1.68144 -0.03503 0.075
C 1.03162 0.03166 0.86735 0.249
O 0.66750 0.30487 -0.41617 -0.681
C 0.29414 0.70955 1.83232 0.194
O -0.64524 1.55064 1.34142 -0.688
C 0.53270 0.47908 3.17586 -0.091
Cl -0.38408 1.34873 4.34274 0.048
C -7.14451 -1.76129 3.47656 -0.603
C -5.65180 -1.56596 3.25004 -0.400
C -5.20312 -0.14377 3.56621 -0.412
C -3.70016 0.06110 3.41241 -0.236
N -3.22533 -0.16836 2.04416 -0.540
C -3.35198 0.67507 1.03996 0.437
S -2.78169 0.15074 -0.54082 -0.150
N -3.91868 1.85685 1.21012 -0.566
C -4.20744 2.82710 0.15146 -0.230
C -2.99916 3.64026 -0.29652 -0.343
C -2.21516 4.35845 0.79274 -0.430
C -3.00976 5.51268 1.39452 -0.606
H -7.44942 -2.77970 3.24048 0.225
H -7.72884 -1.08477 2.85026 0.205
H -7.41170 -1.56626 4.51609 0.212
H -5.40280 -1.80902 2.21260 0.194
H -5.08585 -2.26514 3.87353 0.205
H -5.46122 0.10518 4.59872 0.229
H -5.75407 0.56381 2.93748 0.195
H -3.15425 -0.63707 4.04558 0.238
H -3.37773 1.05604 3.73014 0.212
H -2.73979 -1.02632 1.83347 0.436
H -4.16600 2.11762 2.15337 0.424
H -4.98241 3.48230 0.54503 0.232
H -4.63503 2.29318 -0.69615 0.230
H -3.34472 4.35895 -1.04833 0.243
H -2.39425 2.97242 -0.95545 0.143
H -1.28815 4.73619 0.35835 0.235
H -1.91612 3.65103 1.56999 0.216
H -3.22556 6.27283 0.64260 0.216
H -2.44848 5.98876 2.19671 0.233
H -3.96179 5.18379 1.81730 0.191
C 2.15792 0.95415 -3.24826 -0.641
C 1.15166 -0.11727 -3.56492 -0.028
C 1.55379 -1.34322 -4.08080 -0.199
C 0.62911 -2.33736 -4.36366 -0.020
Cl 1.18333 -3.84864 -4.99170 0.042
C -0.72546 -2.14523 -4.15329 -0.217
C -1.15236 -0.92844 -3.64858 -0.228
C -0.21615 0.04494 -3.36348 0.238
O -0.74003 1.23887 -2.78616 -0.565
C -0.54781 2.47407 -3.50764 -0.182
C 0.18035 3.45995 -2.59696 0.769
O 0.73570 4.43582 -2.98443 -0.493
O 0.06378 3.12809 -1.28928 -0.736
H 3.16096 0.53268 -3.23295 0.245
H 1.97406 1.37382 -2.26094 0.226
H 2.15679 1.76441 -3.97921 0.229
H 2.60448 -1.53112 -4.25679 0.239
H -1.42705 -2.93338 -4.38506 0.243
H -2.20102 -0.72651 -3.47404 0.233
H -1.53584 2.87934 -3.73837 0.232
H -0.00587 2.30036 -4.43211 0.247


Model 2:
66
Properties=species:S:1:pos:R:3:nbo_charge:R:1 method="wB97M-V/def2-TZVPD" e_homo_ev="-10.640 / -10.636" e_lumo_ha="-0.1513 / -0.1510" orbital_gap_ev="6.523 / 6.526" charge=+1
W 0.06882 -0.02997 1.59035 1.694
Cl -5.11910 -3.66019 4.01815 0.080
C -3.54324 -3.02152 3.79086 -0.104
C -2.52385 -3.28302 4.72407 -0.067
Cl -2.86773 -4.25555 6.09287 0.088
C -1.24177 -2.76028 4.56645 -0.101
Cl 0.01720 -3.05045 5.69393 0.075
C -0.97503 -1.96266 3.45172 0.234
O 0.17161 -1.37859 3.14797 -0.742
C -1.99111 -1.74304 2.52933 0.215
O -1.56915 -0.96222 1.49333 -0.652
C -3.27795 -2.23544 2.67380 -0.090
Cl -4.46096 -1.85099 1.48509 0.061
C 4.17361 1.07027 -5.09749 -0.603
C 3.81063 0.44208 -3.76160 -0.398
C 2.72562 -0.62086 -3.89288 -0.411
C 2.35085 -1.24785 -2.55440 -0.233
N 1.71485 -0.30414 -1.63632 -0.565
C 0.44616 0.08890 -1.68212 0.395
S -0.13771 1.22215 -0.47672 -0.140
N -0.35812 -0.35803 -2.62884 -0.557
C -1.80366 -0.10238 -2.73008 -0.220
C -2.62496 -1.04702 -1.86906 -0.420
C -2.40299 -2.52573 -2.16167 -0.404
C -2.74803 -2.93409 -3.58604 -0.613
H 4.96570 1.80759 -4.98842 0.224
H 3.31445 1.57226 -5.54263 0.205
H 4.51849 0.31656 -5.80483 0.210
H 3.47633 1.22078 -3.07056 0.195
H 4.69673 -0.01060 -3.30832 0.204
H 3.06183 -1.42126 -4.55638 0.225
H 1.84389 -0.18184 -4.37082 0.197
H 3.24792 -1.60200 -2.04581 0.232
H 1.69958 -2.12050 -2.66493 0.204
H 2.27485 0.13175 -0.91574 0.434
H 0.02983 -1.02324 -3.28446 0.414
H -2.03862 -0.20518 -3.78964 0.218
H -1.98571 0.93467 -2.45609 0.232
H -3.67508 -0.78642 -2.02652 0.222
H -2.41179 -0.84363 -0.81755 0.228
H -2.99991 -3.10454 -1.45577 0.224
H -1.36287 -2.79192 -1.94072 0.184
H -3.75761 -2.62113 -3.85269 0.214
H -2.69574 -4.01379 -3.71159 0.227
H -2.07158 -2.49724 -4.32326 0.187
C 1.53829 4.28498 2.28169 -0.643
C 0.33183 3.39192 2.24294 -0.077
C -0.75296 3.74469 1.44506 -0.161
C -1.92199 2.98865 1.38715 -0.041
Cl -3.18457 3.45263 0.30812 0.060
C -2.05411 1.85393 2.15789 -0.160
C -1.00067 1.47280 3.02034 -0.413
C 0.19367 2.24445 3.04493 0.399
O 1.09011 1.80436 3.96781 -0.492
C 2.48337 1.76012 3.72236 -0.183
C 2.89131 1.07620 2.42278 0.786
O 3.96072 1.17869 1.90927 -0.505
O 1.90345 0.31265 1.86669 -0.744
H 1.32922 5.19726 1.73008 0.241
H 2.41822 3.82587 1.82982 0.235
H 1.78637 4.56812 3.30371 0.236
H -0.68264 4.63305 0.83214 0.246
H -2.96695 1.27253 2.13961 0.263
H -1.16977 0.78357 3.84679 0.269
H 2.88932 1.16027 4.54101 0.255
H 2.95310 2.74359 3.74584 0.227


Stability summary: most stable model 1, least stable model 2.


Model 1:
6
Properties=species:S:1:pos:R:3:nbo_charge:R:1 method="wB97M-V/def2-TZVPD" e_homo_ev=-10.169 e_lumo_ha=0.0211 orbital_gap_ev=10.742 smiles="O=C(S)S"
O -1.13990 -0.34342 1.17308 -0.552
C -0.32082 -0.09320 0.32362 0.249
S -0.63687 -0.14232 -1.43112 -0.001
S 1.37172 0.36029 0.67754 0.000
H -1.92161 -0.48467 -1.24929 0.156
H 1.20815 0.30368 1.98019 0.149


Model 2:
6
Properties=species:S:1:pos:R:3:nbo_charge:R:1 method="wB97M-V/def2-TZVPD" e_homo_ev=-8.892 e_lumo_ha=-0.0951 orbital_gap_ev=6.305 smiles="C=S.O=S"
C 0.31999 0.67649 -1.30611 -0.469
S -0.53078 1.97564 -1.71141 0.085
H 0.13436 0.12589 -0.38151 0.184
H 1.12124 0.28630 -1.93673 0.189
O -0.07188 -1.75501 3.22359 -0.651
S -0.97294 -1.30930 2.11216 0.663


Model 3:
6
Properties=species:S:1:pos:R:3:nbo_charge:R:1 method="wB97M-V/def2-TZVPD" e_homo_ev=-9.184 e_lumo_ha=0.0026 orbital_gap_ev=9.255 smiles="OC(=S)S"
O 0.40272 -0.12209 -1.15543 -0.653
C 0.54234 0.33110 0.10858 0.019
S 1.92056 0.95522 0.64036 0.004
S -0.89901 0.17379 1.23124 0.042
H -0.26724 -0.82528 -1.13289 0.483
H -1.69937 -0.51274 0.30814 0.106


Stability summary: most stable model 1, least stable model 2.